# 1
{"formula": "C4H9NO2S", "method": "wB97M-V/def2-TZVPD", "species": ["N", "C", "C", "S", "C", "C", "O", "O", "H", "H", "H", "H", "H", "H", "H", "H", "H"], "xyz": [[0.888, -1.309, -1.388], [0.678, -0.414, -0.249], [0.665, 1.101, -0.729], [-0.657, 1.556, -1.947], [-0.618, -0.811, 0.482], [-1.008, 0.207, 1.621], [-1.705, 1.146, 1.438], [-0.528, -0.035, 2.856], [0.265, -1.177, -2.121], [1.792, -1.116, -1.758], [1.546, -0.582, 0.414], [1.634, 1.330, -1.193], [0.570, 1.670, 0.178], [-1.605, 1.915, -1.113], [-1.461, -0.848, -0.241], [-0.497, -1.802, 0.911], [0.039, -0.830, 2.839]], "homo_energy_ev": -9.209, "e_lumo_ev": 0.5, "de_lowest_kj_mol": 57.7, "spin_multiplicity": 1, "largest_force_ev_per_a": 2.472}

***

# 2
{"formula": "C4H9NO2S", "method": "wB97M-V/def2-TZVPD", "species": ["O", "C", "C", "C", "S", "N", "C", "O", "H", "H", "H", "H", "H", "H", "H", "H", "H"], "xyz": [[-0.462, 1.835, -1.718], [-0.355, 1.348, -0.621], [-0.030, -0.154, -0.440], [-0.997, -1.054, -1.194], [-0.899, -1.050, -3.021], [-0.035, -0.578, 0.963], [1.117, -0.239, 1.713], [1.415, 1.166, 1.764], [-0.492, 1.925, 0.308], [0.998, -0.281, -0.772], [-0.735, -2.076, -0.921], [-2.026, -0.903, -0.916], [-0.737, 0.265, -3.164], [-0.892, -0.385, 1.465], [1.024, -0.649, 2.715], [1.966, -0.692, 1.216], [1.139, 1.523, 2.624]], "homo_energy_ev": -8.904, "e_lumo_ev": 0.6, "de_lowest_kj_mol": 158.1, "spin_multiplicity": 1, "largest_force_ev_per_a": 1.136}

***

# 3
{"formula": "C4H9NO2S2", "method": "wB97M-V/def2-TZVPD", "species": ["C", "C", "C", "C", "N", "O", "O", "S", "S", "H", "H", "H", "H", "H", "H", "H", "H", "H"], "xyz": [[-0.726, -0.171, 0.385], [-1.766, 1.987, 0.325], [0.160, 1.760, -0.941], [1.224, -2.966, 0.645], [-0.680, 1.091, 0.032], [2.452, -0.526, 0.029], [1.238, -1.603, -1.765], [-1.767, -0.951, 1.257], [1.332, -1.326, -0.358], [-2.374, 1.602, 1.165], [-1.375, 2.971, 0.587], [-2.556, 1.833, -0.469], [1.018, 1.115, -1.089], [-0.312, 1.963, -1.829], [0.506, 2.672, -0.669], [1.111, -3.797, 0.081], [2.078, -3.091, 1.267], [0.437, -2.561, 1.348]], "s2": 2.010, "homo_energy_ev": [-6.608, -9.495], "e_lumo_ev": [0.7, -2.4], "de_lowest_kj_mol": 121.8, "spin_multiplicity": 3, "largest_force_ev_per_a": 4.947}